1.
Density functional theory data (ωB97M-V/def2-TZVPD) for a molecular structure, C12H24O24S6 in a non-equilibrium geometry.

Properties
ΔE to the lowest compared entry with this formula, charge and spin (kcal per mole): 4.1
F_max (eV/A): 2.42
HOMO (eV): -10.62
Gap between HOMO and LUMO (eV): 10.4
E_LUMO (eV): -0.26

Last column: natural (NBO) charge in e.
Cartesian coordinates (Å):
C: 4.838 -1.221 2.047  -0.11
C: 5.822 -2.037 2.954  -0.12
O: 5.502 -1.715 4.318  -0.68
S: 4.828 -0.265 4.316  2.57
O: 5.783 0.717 3.945  -0.94
O: 3.978 -0.105 5.416  -0.87
O: 3.980 -0.663 3.031  -0.69
H: 4.124 -1.798 1.471  0.23
H: 5.376 -0.480 1.463  0.21
H: 6.885 -1.862 2.784  0.20
H: 5.757 -3.116 2.809  0.20
C: -4.284 -2.158 -5.986  -0.10
C: -2.915 -2.687 -6.443  -0.11
O: -1.987 -1.618 -6.199  -0.67
S: -2.477 -0.845 -4.909  2.57
O: -2.023 0.485 -4.981  -0.88
O: -2.255 -1.627 -3.751  -0.94
O: -4.024 -0.950 -5.262  -0.69
H: -4.815 -2.900 -5.395  0.21
H: -4.875 -1.860 -6.849  0.21
H: -2.846 -2.943 -7.497  0.22
H: -2.579 -3.560 -5.880  0.20
C: -5.131 0.173 -1.888  -0.10
C: -6.010 -0.296 -0.734  -0.11
O: -5.277 0.053 0.449  -0.69
S: -4.578 1.474 0.187  2.58
O: -3.353 1.493 0.843  -0.90
O: -5.557 2.471 0.379  -0.89
O: -4.305 1.209 -1.362  -0.70
H: -5.790 0.605 -2.638  0.21
H: -4.498 -0.633 -2.252  0.20
H: -6.216 -1.361 -0.761  0.21
H: -6.957 0.240 -0.644  0.20
C: 5.384 2.898 1.156  -0.11
C: 3.928 2.482 1.066  -0.12
O: 3.645 2.337 -0.332  -0.68
S: 4.958 1.798 -1.059  2.57
O: 5.078 2.352 -2.349  -0.90
O: 5.071 0.394 -0.891  -0.93
O: 5.976 2.570 -0.115  -0.69
H: 5.941 2.431 1.967  0.22
H: 5.523 3.973 1.277  0.20
H: 3.231 3.192 1.507  0.23
H: 3.665 1.558 1.586  0.21
C: -2.244 -0.806 3.147  -0.10
C: -0.753 -0.975 3.441  -0.11
O: -0.660 -0.749 4.843  -0.68
S: -1.556 0.513 5.191  2.57
O: -0.920 1.708 4.799  -0.91
O: -2.050 0.379 6.507  -0.90
O: -2.698 0.122 4.153  -0.70
H: -2.828 -1.718 3.259  0.19
H: -2.440 -0.335 2.188  0.22
H: -0.215 -0.172 2.932  0.20
H: -0.357 -1.935 3.131  0.22
C: 0.029 0.985 -1.964  -0.11
C: -1.089 0.260 -1.230  -0.11
O: -0.588 -0.046 0.088  -0.70
S: 0.945 0.320 0.241  2.57
O: 1.682 -0.771 0.748  -0.91
O: 1.114 1.560 0.904  -0.93
O: 1.232 0.551 -1.298  -0.68
H: -0.008 2.071 -2.044  0.21
H: 0.161 0.632 -2.985  0.22
H: -1.298 -0.651 -1.786  0.21
H: -1.977 0.856 -1.060  0.23

Cartesian forces (eV/Å) of the 3 atoms listed first:
C 0.2698 -0.7073 0.9161
C 0.6689 -0.8210 -0.6178
O 0.4622 0.1815 0.4290

2.
Density functional theory data (ωB97M-V/def2-TZVPD) for a molecular structure, C12H24O6 in a non-equilibrium geometry.

Properties
ΔE to the lowest compared entry with this formula, charge and spin (kcal per mole): 290.5
F_max (eV/A): 8.78
HOMO (eV): -9.04
Gap between HOMO and LUMO (eV): 9.7
E_LUMO (eV): 0.66

Last column: natural (NBO) charge in e.
Cartesian coordinates (Å):
C: 1.709 -0.238 -1.268  -0.13
C: 0.910 -0.466 -2.548  -0.15
C: -1.300 -0.053 -3.530  -0.07
C: -1.708 -1.616 -3.288  -0.11
C: -1.984 -2.388 -1.016  -0.12
C: -1.545 -1.346 -0.193  -0.09
C: -0.270 -1.658 1.917  -0.05
C: -0.296 -0.452 2.739  -0.10
C: 0.841 1.572 3.690  -0.09
C: 0.357 2.631 2.631  -0.09
C: 2.327 2.427 1.093  -0.09
C: 1.502 1.785 -0.161  -0.11
H: 2.418 -1.095 -1.671  0.18
H: 1.374 -0.461 -0.198  0.24
H: 1.529 -0.032 -3.388  0.22
H: 0.832 -1.730 -2.318  0.24
H: -0.499 0.105 -4.680  0.15
H: -2.308 0.651 -3.627  0.20
H: -2.639 -1.652 -3.579  0.17
H: -1.080 -2.310 -4.008  0.20
H: -1.963 -3.335 -0.690  0.20
H: -2.996 -2.288 -1.460  0.18
H: -2.416 -1.081 0.597  0.16
H: -1.782 -0.364 -0.644  0.24
H: -1.336 -2.265 2.157  0.14
H: 0.463 -2.427 2.068  0.21
H: -1.079 0.163 2.314  0.17
H: -0.647 -0.668 3.701  0.19
H: 1.699 1.921 4.217  0.22
H: -0.017 1.514 4.390  0.16
H: -0.294 2.281 1.858  0.18
H: -0.351 3.440 3.127  0.18
H: 3.179 3.121 0.684  0.20
H: 2.707 1.516 1.566  0.18
H: 1.140 2.590 -0.761  0.18
H: 0.523 1.206 0.340  0.18
O: -0.493 0.146 -2.390  -0.60
O: -1.197 -2.280 -2.142  -0.54
O: -0.269 -1.561 0.607  -0.55
O: 0.904 0.383 2.916  -0.57
O: 1.627 3.277 2.058  -0.56
O: 2.430 1.036 -1.110  -0.55

Cartesian forces (eV/Å) of the 3 atoms listed first:
C 2.8549 -1.1601 -0.2985
C -2.1765 -1.4659 3.1370
C 1.1045 -0.9376 -1.3891

3.
Density functional theory data (ωB97M-V/def2-TZVPD) for 3 unconnected molecules or ions with the total composition C12H24O9 in a non-equilibrium geometry.

Properties
ΔE to the lowest compared entry with this formula, charge and spin (kcal per mole): 13.8
F_max (eV/A): 2.89
HOMO (eV): -10.50
Gap between HOMO and LUMO (eV): 11.2
SMILES: CCCOC(=O)OCC.COC(=O)OC.COC(=O)OC
E_LUMO (eV): 0.70

Last column: natural (NBO) charge in e.
Cartesian coordinates (Å):
C: -3.887 2.030 3.318  -0.61
C: -2.706 2.383 2.388  -0.44
C: -2.090 1.192 1.675  -0.06
O: -0.914 0.644 2.319  -0.54
C: 0.217 1.221 1.861  1.00
O: 0.973 0.630 1.194  -0.59
O: 0.370 2.448 2.305  -0.51
C: 1.078 3.324 1.423  -0.08
C: 0.150 4.159 0.552  -0.63
H: -3.558 2.139 4.341  0.21
H: -4.280 1.037 3.158  0.20
H: -4.669 2.764 3.192  0.21
H: -3.052 3.066 1.622  0.20
H: -1.980 2.923 2.968  0.23
H: -1.779 1.520 0.685  0.17
H: -2.808 0.403 1.512  0.20
H: 1.615 4.016 2.051  0.19
H: 1.824 2.828 0.819  0.21
H: 0.752 4.592 -0.230  0.22
H: -0.681 3.593 0.157  0.21
H: -0.224 4.982 1.146  0.21
C: 0.582 -2.371 1.991  -0.27
O: -0.403 -3.369 1.686  -0.49
C: -0.633 -3.522 0.388  0.99
O: -0.103 -2.904 -0.502  -0.66
O: -1.557 -4.474 0.232  -0.49
C: -1.900 -4.740 -1.129  -0.26
H: 0.676 -2.337 3.073  0.19
H: 1.546 -2.640 1.562  0.19
H: 0.267 -1.397 1.635  0.22
H: -1.030 -5.088 -1.684  0.20
H: -2.319 -3.853 -1.601  0.19
H: -2.651 -5.525 -1.116  0.19
C: 4.608 -0.672 -4.989  -0.25
O: 3.739 -0.023 -4.064  -0.50
C: 2.764 -0.806 -3.583  0.98
O: 2.589 -1.962 -3.872  -0.65
O: 2.034 -0.085 -2.740  -0.50
C: 0.942 -0.799 -2.136  -0.26
H: 5.345 0.064 -5.299  0.19
H: 5.118 -1.510 -4.516  0.19
H: 4.055 -1.013 -5.863  0.19
H: 1.303 -1.630 -1.553  0.22
H: 0.245 -1.141 -2.899  0.18
H: 0.435 -0.100 -1.476  0.19

Cartesian forces (eV/Å) of the 3 atoms listed first:
C 0.6069 0.6738 -0.0823
C -0.9128 -0.5404 0.2376
C 0.6121 0.9214 -0.1753